No. 1
Entry from OMol25: a 2-piece molecular cluster, C6H9NO3 overall (wB97M-V/def2-TZVPD).

```
19
Properties=species:S:1:pos:R:3:lowdin_charge:R:1
C -2.95132 -0.15209 -0.88195 -0.081
C -2.01487 0.46376 0.14553 -0.226
N -0.88343 -0.38593 0.35900 0.159
C 0.24477 -0.47121 0.71559 0.022
O 3.77081 -0.01084 -1.69705 0.026
C 2.78506 0.03637 -0.95997 -0.664
O 2.15762 1.10269 -0.64149 -0.080
C 2.40701 -1.23600 -0.23294 0.055
C 1.35554 -1.38720 0.58848 -0.040
H -3.81937 0.50529 -1.01272 0.081
H -2.44511 -0.26533 -1.84911 0.085
H -3.30643 -1.13387 -0.54330 0.081
H -1.64712 1.44476 -0.18971 0.133
H -2.51766 0.59792 1.11422 0.134
H 3.17432 -2.01171 -0.23120 0.125
H 1.29934 -2.22590 1.28420 0.122
O 0.79102 1.44226 1.68644 -0.144
H 0.04172 2.04719 1.54437 0.035
H 1.55807 1.63987 0.80159 0.177
```

HOMO-LUMO gap ... 7.86 eV
Energy above the lowest of the compared OMol25 structures with the same formula, charge and spin ... 330.9 kJ/mol
E ... -13997.17898 eV
HOMO level ... -8.934 eV
Multiplicity ... 1



No. 2
Entry from OMol25: a 3-piece molecular cluster, C4H12O3 overall (wB97M-V/def2-TZVPD).

```
19
Properties=species:S:1:pos:R:3:lowdin_charge:R:1
C 2.13584 0.79933 -1.13657 -0.100
C 0.69849 1.08352 -0.92557 -0.146
C 0.01015 1.04208 0.20962 -0.391
O 0.62547 0.52859 1.36638 0.009
C -1.37423 1.57327 0.38863 -0.038
H 2.58342 1.46770 -1.88051 0.071
H 2.40962 -0.18773 -1.51792 0.068
H 2.69903 0.97230 -0.21837 0.077
H 0.15538 1.56622 -1.73712 0.109
H 0.26089 -0.35331 1.44755 0.068
H -1.82894 1.66878 1.36345 0.076
H -2.04401 0.92509 -0.19311 0.079
H -1.49701 2.53962 -0.10893 0.080
H -1.19094 -2.37597 1.50124 0.024
H -1.26077 -2.83941 2.92383 0.026
O -0.62931 -2.65344 2.24301 -0.046
H -0.79584 -1.40101 -1.77606 0.015
H -0.07611 -2.45135 -0.96070 0.060
O -0.88112 -1.90427 -0.98886 -0.040
```

HOMO-LUMO gap ... 9.31 eV
Energy above the lowest of the compared OMol25 structures with the same formula, charge and spin ... 89.0 kJ/mol
E ... -10484.21629 eV
HOMO level ... -8.750 eV
SMILES ... C/C=C(/C)O.O.O
Multiplicity ... 1



No. 3
Entry from OMol25: a 2-piece molecular cluster, C3H6ClOP overall (wB97M-V/def2-TZVPD).

```
12
Properties=species:S:1:pos:R:3:lowdin_charge:R:1
C 0.80116 -0.91596 0.60180 -0.161
C 0.99602 1.55890 -0.44807 -0.157
C 0.31962 0.23402 -0.16315 -0.718
O -3.62616 -1.58795 0.68837 -0.686
P -3.70933 -1.63302 -0.78975 0.645
Cl -1.37527 0.08870 -0.59674 0.562
H 0.18523 -1.80243 0.30773 0.081
H 0.93244 -0.75862 1.63160 0.055
H 1.90244 -1.09605 0.32000 0.105
H 2.09977 1.35526 -0.76577 0.098
H 1.01435 2.27567 0.43121 0.077
H 0.45974 2.28147 -1.21724 0.099
```

HOMO-LUMO gap (spin up / spin down) ... 7.19 / 6.58 eV
Energy above the lowest of the compared OMol25 structures with the same formula, charge and spin ... 351.3 kJ/mol
E ... -27063.70934 eV
HOMO level (spin up / spin down) ... -7.681 / -7.359 eV
Multiplicity ... 1



No. 4
Entry from OMol25: C56H44BrCuF4NOP3STe as an isolated structure (wB97M-V/def2-TZVPD).

```
113
Properties=species:S:1:pos:R:3:lowdin_charge:R:1
Cu -0.03440 -0.43654 -0.21456 0.003
Te -3.09956 -2.49096 2.74025 1.287
C -3.19904 -2.08808 4.81668 -0.551
C -4.19220 -2.63926 5.61911 -0.143
C -4.22925 -2.31522 6.96645 -0.168
N -3.36845 -1.49033 7.55910 0.044
C -2.42201 -0.96566 6.78250 -0.154
C -2.29837 -1.22584 5.42643 -0.140
C -1.41977 -1.37656 2.25811 -0.983
P 0.01563 -2.08709 1.52494 0.840
C 1.46658 -2.05144 2.63644 -0.398
C 1.47723 -1.32520 3.81823 -0.086
C 2.63968 -1.23029 4.57682 -0.078
C 3.79576 -1.87099 4.16508 -0.101
C 3.79572 -2.60534 2.98239 -0.122
C 2.64270 -2.68345 2.21996 -0.178
C -0.28413 -3.87973 1.34589 -0.403
C -1.12317 -4.28805 0.31012 -0.168
C -1.46530 -5.62052 0.15297 -0.088
C -0.96958 -6.56980 1.03776 -0.088
C -0.14317 -6.17338 2.07835 -0.076
C 0.19770 -4.83610 2.23295 -0.084
P -1.48070 0.24023 1.49349 0.879
C -0.65600 1.37880 2.69437 -0.324
C 0.62995 1.80417 2.39745 -0.145
C 1.37342 2.56310 3.29511 -0.080
C 0.82759 2.91048 4.51771 -0.084
C -0.46323 2.49512 4.83269 -0.077
C -1.19467 1.73964 3.93250 -0.092
C -3.17556 0.91228 1.45361 -0.355
C -3.57089 1.52422 0.26887 -0.100
C -4.82826 2.10133 0.14592 -0.087
C -5.70889 2.06715 1.21430 -0.089
C -5.32938 1.45384 2.40282 -0.075
C -4.07579 0.87768 2.52187 -0.132
H -4.93467 -3.31593 5.21215 0.090
H -5.00026 -2.73815 7.60241 0.100
H -1.72376 -0.29217 7.26961 0.101
H -1.50570 -0.76312 4.85118 0.051
H 0.57139 -0.82148 4.13162 0.081
H 2.63643 -0.65076 5.49167 0.105
H 4.69786 -1.79836 4.75888 0.101
H 4.69733 -3.10763 2.65417 0.103
H 2.64865 -3.24337 1.28981 0.108
H -1.53964 -3.53750 -0.35759 0.096
H -2.12673 -5.91980 -0.65070 0.102
H -1.23620 -7.61250 0.92283 0.100
H 0.23198 -6.90621 2.78147 0.103
H 0.83130 -4.53668 3.05812 0.105
H 1.06952 1.50879 1.45155 0.015
H 2.38218 2.86643 3.04053 0.095
H 1.39934 3.49666 5.22583 0.101
H -0.89958 2.76138 5.78742 0.104
H -2.19149 1.42264 4.20846 0.084
H -2.87809 1.54956 -0.56349 0.075
H -5.11497 2.57491 -0.78519 0.099
H -6.69138 2.51340 1.12569 0.100
H -6.01615 1.41794 3.23889 0.105
H -3.81147 0.39037 3.45098 0.065
F 5.78453 4.89426 1.17365 0.137
C 4.83765 4.13983 0.61678 -0.129
C 4.05562 4.64936 -0.40221 -0.129
F 4.25329 5.89481 -0.83712 0.132
C 3.07619 3.85047 -0.96740 -0.210
F 2.37398 4.37636 -1.97819 0.110
C 2.83014 2.55339 -0.53841 -0.303
P 1.51468 1.51308 -1.29882 1.093
C 2.21255 1.44033 -2.99403 -0.363
C 1.79582 2.19085 -4.08870 -0.077
C 2.41255 2.03124 -5.32273 -0.069
C 3.46751 1.14458 -5.47142 -0.088
C 3.91045 0.41288 -4.37768 -0.087
C 3.27836 0.55190 -3.15300 -0.131
C 0.09550 2.66688 -1.39312 -0.355
C -0.11119 3.65786 -0.43861 -0.089
C -1.24671 4.45246 -0.47841 -0.061
C -2.19084 4.27409 -1.47807 -0.090
C -2.01026 3.26855 -2.41736 -0.089
C -0.88787 2.45708 -2.36283 -0.119
C 3.66006 2.04416 0.46831 -0.573
Br 3.53923 0.26958 1.10001 0.943
C 4.64183 2.83559 1.04289 -0.270
F 5.43061 2.37027 2.01443 0.080
H 1.00326 2.91823 -3.98184 0.101
H 2.07096 2.61485 -6.16805 0.107
H 3.94704 1.02692 -6.43452 0.105
H 4.74553 -0.26879 -4.47808 0.107
H 3.61406 -0.03595 -2.30533 0.097
H 0.61730 3.82033 0.34652 0.102
H -1.39162 5.21536 0.27513 0.110
H -3.07126 4.90225 -1.51231 0.105
H -2.75261 3.10344 -3.18845 0.107
H -0.77313 1.64809 -3.07308 0.084
C -0.51056 -0.71895 -8.85935 -0.046
C -0.21594 -0.93765 -7.40175 -0.264
C -1.11385 -0.53233 -6.41942 -0.024
C -0.83501 -0.71385 -5.07269 -0.056
C 0.35704 -1.31119 -4.71061 -0.389
C 1.27868 -1.71254 -5.66811 -0.082
C 0.98221 -1.53303 -7.00735 -0.034
S 0.77088 -1.52866 -2.99630 0.950
C 0.21869 -3.22026 -2.79170 -0.210
O -0.25086 -0.68765 -2.25715 -0.606
H -1.56308 -0.49148 -9.02066 0.077
H -0.25613 -1.60077 -9.44738 0.082
H 0.07532 0.11580 -9.24876 0.086
H -2.04842 -0.06862 -6.71042 0.116
H -1.53209 -0.40120 -4.30558 0.111
H 2.22451 -2.14841 -5.36819 0.115
H 1.69519 -1.84828 -7.75954 0.119
H -0.84874 -3.26875 -3.00367 0.075
H 0.43274 -3.51140 -1.76389 0.036
H 0.78013 -3.84203 -3.48843 0.065
```

HOMO-LUMO gap ... 6.79 eV
Energy above the lowest of the compared OMol25 structures with the same formula, charge and spin ... 0.0 kJ/mol
E ... -233869.70378 eV
HOMO level ... -6.666 eV
Multiplicity ... 1



No. 5
Entry from OMol25: the molecule C23H30N2O4S (wB97M-V/def2-TZVPD).

```
60
Properties=species:S:1:pos:R:3:lowdin_charge:R:1
C -1.43435 -2.98343 0.81627 -0.039
H -0.92330 -3.43915 1.66171 0.094
H -2.27465 -3.61786 0.54186 0.085
H -1.82688 -2.01944 1.12253 0.056
C -0.47564 -2.84706 -0.37428 -0.542
C 0.77865 -2.10142 0.04972 -0.156
C 0.66566 -0.91561 0.77633 -0.007
C 1.78766 -0.19623 1.14787 -0.047
C 3.03613 -0.64713 0.77286 -0.291
C 3.17811 -1.81620 0.05649 -0.051
C 2.05366 -2.53970 -0.29827 -0.002
H 2.18674 -3.45170 -0.85597 0.104
H 4.16902 -2.14599 -0.21142 0.116
S 4.51718 0.26228 1.15536 0.668
O 4.19178 1.48876 1.82958 -0.281
O 5.46728 -0.62083 1.76983 -0.291
N 5.12514 0.56462 -0.38930 -0.122
H 6.11494 0.36793 -0.39971 0.107
C 4.78393 1.84701 -0.98369 -0.188
C 3.28862 1.99118 -0.99420 -0.240
C 2.50114 1.12040 -1.73850 -0.022
C 1.12344 1.19852 -1.67868 -0.008
C 0.50701 2.13959 -0.86020 -0.140
C 1.29568 3.04493 -0.15650 -0.021
C 2.67323 2.97034 -0.22676 -0.033
H 3.27748 3.66190 0.33943 0.117
H 0.83938 3.82496 0.43587 0.115
C -0.98164 2.15253 -0.76779 -0.445
O -1.71030 1.83679 -1.68895 0.070
N -1.45378 2.57545 0.43392 0.080
H -0.81066 2.64124 1.20660 0.135
C -2.85852 2.56742 0.74888 -0.116
H -3.39095 2.56510 -0.20413 0.129
H -3.11398 3.47101 1.30997 0.131
C -3.25796 1.32476 1.57213 -0.323
C -4.78135 1.22559 1.71687 -0.121
H -5.02684 0.63726 2.60072 0.115
C -5.18833 0.47909 0.43983 -0.135
H -5.57879 1.16532 -0.30978 0.109
C -3.87460 -0.16432 -0.04663 -0.187
H -3.93638 -1.25135 -0.11759 0.114
O -2.88021 0.13159 0.92516 -0.130
H -3.56867 0.23949 -1.01867 0.109
H -5.94875 -0.27224 0.64238 0.106
H -5.24976 2.20315 1.80352 0.113
H -2.73314 1.33977 2.53372 0.152
H 0.50425 0.52486 -2.25022 0.115
H 2.97587 0.37032 -2.35301 0.125
H 5.22849 2.67886 -0.42188 0.120
H 5.17765 1.85438 -2.00539 0.130
H 1.71647 0.71888 1.71432 0.116
H -0.31014 -0.54357 1.04711 0.107
C -0.17333 -4.25279 -0.90403 -0.063
H 0.36591 -4.83945 -0.16377 0.090
H 0.40622 -4.21656 -1.82307 0.080
H -1.10802 -4.76363 -1.12557 0.084
C -1.14294 -2.03305 -1.49145 -0.030
H -0.47817 -1.95550 -2.34941 0.089
H -2.06112 -2.51972 -1.81284 0.089
H -1.38356 -1.03136 -1.14913 0.062
```

HOMO-LUMO gap ... 9.64 eV
Energy above the lowest of the compared OMol25 structures with the same formula, charge and spin ... 14.4 kJ/mol
E ... -46344.11812 eV
HOMO level ... -9.103 eV
SMILES ... CC(C)(C)c1ccc(S(=O)(=O)NCc2ccc(C(=O)NC[C@H]3CCCO3)cc2)cc1
Multiplicity ... 1



No. 6
Entry from OMol25: a 10-piece molecular cluster, C17H54N6O17 overall (wB97M-V/def2-TZVPD).

```
94
Properties=species:S:1:pos:R:3:lowdin_charge:R:1
C -3.14921 -0.06063 3.44673 -0.884
O -4.04388 -0.24053 2.71495 0.095
N -2.18444 0.73947 3.24342 0.173
N -2.96735 -0.58427 4.59567 0.170
H -2.29351 1.44605 2.53001 0.085
H -1.33511 0.66471 3.78485 0.122
H -2.10047 -0.47534 5.10238 0.118
H -3.78165 -1.07105 4.94216 0.130
C 1.22521 -4.07451 -1.00159 -0.731
O 0.98303 -2.97723 -1.44056 0.029
N 2.29941 -4.40728 -0.35814 0.198
N 0.43493 -5.11477 -1.16041 0.179
H 2.45924 -5.34267 -0.01231 0.125
H 2.94640 -3.66312 -0.13966 0.116
H -0.44428 -4.87589 -1.59633 0.122
H 0.79820 -6.05708 -1.17370 0.122
C 4.94557 1.28003 0.49643 -0.753
O 4.28169 1.25634 1.50697 0.039
N 6.21757 1.03298 0.40749 0.182
N 4.39468 1.51401 -0.69422 0.186
H 6.67895 1.32901 -0.44081 0.117
H 6.68623 0.74583 1.25484 0.126
H 4.88021 1.38651 -1.57063 0.118
H 3.39069 1.58365 -0.60900 0.094
C -2.25031 -3.67825 0.77350 -0.217
C -2.88047 -3.56870 2.15871 -0.208
O -3.85324 -4.62150 2.33022 -0.070
O -3.31598 -3.63368 -0.20725 -0.072
H -1.52397 -4.46081 0.55410 0.096
H -1.69179 -2.78285 0.50070 0.093
H -3.35290 -2.59493 2.28784 0.094
H -2.18876 -3.60773 3.00021 0.117
H -4.48149 -4.56864 1.60627 0.072
H -2.83306 -3.46962 -1.02056 0.070
C 1.01435 -1.90662 -4.44903 -0.241
C -0.04739 -0.89360 -4.07530 -0.224
O -0.80263 -1.35562 -2.94874 -0.099
O 2.17423 -1.90345 -3.60754 -0.076
H 1.23289 -1.65769 -5.48747 0.111
H 0.68041 -2.93680 -4.57280 0.119
H -0.71995 -0.79778 -4.92770 0.115
H 0.40633 0.05661 -3.79364 0.122
H -0.19226 -1.75261 -2.32308 0.020
H 2.03658 -2.39833 -2.79652 0.024
C -4.56474 4.40310 1.20433 -0.268
C -3.22752 3.85445 0.75986 -0.198
O -3.08114 2.49469 1.11109 -0.097
O -5.62372 3.68522 0.68817 -0.030
H -4.61524 5.40917 0.78793 0.121
H -4.70697 4.49369 2.28121 0.129
H -2.47772 4.50072 1.21616 0.129
H -3.03403 3.80596 -0.31174 0.120
H -3.96424 2.11825 1.10535 0.102
H -6.33639 3.94377 1.27711 0.097
C 0.26694 4.09750 -1.21996 -0.283
C 1.35892 4.28206 -0.19058 -0.232
O 0.92301 3.63787 0.99880 -0.076
O 0.31752 2.85632 -1.82099 -0.061
H 0.56414 4.90852 -1.88480 0.117
H -0.67526 4.38572 -0.75382 0.111
H 1.43789 5.34290 0.04711 0.116
H 2.34528 3.96094 -0.52536 0.110
H 0.54748 2.76434 0.86647 0.041
H -0.10449 2.21801 -1.24127 0.025
C 5.52707 -1.86464 3.70838 -0.164
C 4.21573 -1.66606 2.74147 -0.275
O 3.52788 -2.82402 2.51783 -0.048
O 6.62944 -2.61486 3.14130 -0.085
H 5.09303 -2.58428 4.40251 0.105
H 5.80279 -0.89665 4.12681 0.115
H 4.44963 -1.15793 1.80595 0.091
H 3.56676 -0.90460 3.17405 0.117
H 4.20932 -3.26574 2.00586 0.069
H 6.27127 -3.38371 2.69164 0.063
C -2.19791 2.64198 -3.49599 -0.237
C -2.64479 1.15624 -3.33502 -0.212
O -3.93960 1.05614 -2.72190 -0.069
O -2.89679 3.38514 -4.45698 -0.050
H -1.17200 2.54626 -3.85159 0.103
H -2.03979 3.15603 -2.54792 0.093
H -2.01848 0.65321 -2.59827 0.081
H -2.55439 0.54961 -4.23609 0.105
H -4.00628 0.27862 -2.16277 0.075
H -2.29447 3.82758 -5.05952 0.081
C -0.44889 0.11531 0.37826 -0.138
C 1.12442 -0.01454 0.01052 -0.226
O 1.71031 0.80823 0.93464 -0.070
O -1.13115 1.21882 -0.23593 -0.098
H -0.47758 0.23908 1.46083 0.101
H -1.04108 -0.68120 -0.07228 0.100
H 1.24176 0.15562 -1.05970 0.112
H 1.43469 -1.03785 0.22187 0.100
H 2.66245 0.68700 0.95267 0.024
H -1.68578 1.75630 0.33424 0.041
```

HOMO-LUMO gap ... 8.91 eV
Energy above the lowest of the compared OMol25 structures with the same formula, charge and spin ... 421.1 kJ/mol
E ... -62248.80109 eV
HOMO level ... -9.103 eV
SMILES ... NC(N)=O.NC(N)=O.NC(N)=O.OCCO.OCCO.OCCO.OCCO.OCCO.OCCO.OCCO
Multiplicity ... 1